(1)
The following is a quantum chemistry calculation of the molecule C26H26N6OS at a distorted geometry, from the Open Molecules 2025 dataset.

Properties
LUMO (eV): 0.383
E_HOMO (eV): -7.72
Structure (SMILES): Cc1ccccc1-n1c(SCC(=O)N2CCN(c3ccccc3)CC2)nnc1-c1ccncc1
Orbital gap (eV): 8.102
Total energy (eV): -49207.7816
Energy above the lowest of the compared OMol25 structures with the same formula, charge and spin (kcal/mol): 0.00

Element x y z (Å)
C  -1.142  -0.851  3.277
C  -0.169  -1.864  3.786
C  -0.213  -2.334  5.092
C  0.702  -3.263  5.554
C  1.694  -3.744  4.716
C  1.763  -3.293  3.410
C  0.832  -2.372  2.953
N  0.931  -1.890  1.626
C  1.697  -0.826  1.260
N  1.529  -0.545  -0.008
N  0.642  -1.413  -0.492
C  0.270  -2.227  0.468
C  -0.684  -3.299  0.280
C  -1.012  -4.232  1.264
C  -1.944  -5.210  0.957
N  -2.543  -5.315  -0.216
C  -2.229  -4.432  -1.151
C  -1.316  -3.412  -0.962
H  -1.079  -2.707  -1.742
H  -2.739  -4.555  -2.098
H  -2.226  -5.950  1.694
H  -0.559  -4.207  2.242
S  2.693  0.041  2.384
C  2.669  1.628  1.486
H  3.067  2.365  2.184
H  3.316  1.525  0.622
C  1.209  1.937  1.176
O  0.381  1.854  2.069
N  0.869  2.286  -0.076
C  1.705  2.364  -1.253
H  2.761  2.350  -0.994
C  1.396  3.678  -1.994
N  0.000  3.819  -2.328
C  -0.500  3.328  -3.531
C  0.258  2.548  -4.408
C  -0.259  2.144  -5.625
C  -1.542  2.497  -6.003
C  -2.302  3.276  -5.146
C  -1.790  3.690  -3.934
H  -2.393  4.323  -3.300
H  -3.301  3.573  -5.429
H  -1.943  2.175  -6.952
H  0.349  1.537  -6.280
H  1.257  2.236  -4.147
C  -0.806  3.733  -1.129
H  -1.864  3.797  -1.373
C  -0.541  2.411  -0.399
H  -1.106  2.362  0.533
H  -0.828  1.572  -1.044
H  -0.544  4.571  -0.474
H  2.004  3.759  -2.894
H  1.656  4.514  -1.333
H  1.486  1.499  -1.889
H  2.530  -3.651  2.739
H  2.413  -4.464  5.075
H  0.645  -3.610  6.574
H  -0.977  -1.957  5.756
H  -0.627  0.072  3.002
H  -1.658  -1.220  2.390
H  -1.882  -0.615  4.037

Forces on atoms 1 to 6 (eV/Å):
0.0 0.1 0.0
0.1 -0.1 -0.2
0.0 0.0 0.0
0.0 0.0 0.0
0.1 -0.1 0.0
-0.1 0.1 -0.1

=====

(2)
The following is a quantum chemistry calculation of a cluster of 18 separate species, C65H172N6O31 in total at a distorted geometry, from the Open Molecules 2025 dataset.

Properties
LUMO (eV): 0.274
E_HOMO (eV): -8.43
Orbital gap (eV): 8.699
Total energy (eV): -142592.5622

Element x y z (Å)
C  4.174  5.250  -0.390
C  2.905  5.148  -1.259
O  2.459  6.425  -1.767
O  5.362  5.004  -1.044
H  4.236  4.413  0.306
H  4.182  6.185  0.169
H  2.094  4.790  -0.625
H  2.998  4.453  -2.093
H  2.012  6.918  -1.075
H  5.456  5.679  -1.721
C  0.103  1.750  6.554
C  -1.156  1.788  7.348
O  -0.991  2.009  8.748
O  0.588  0.433  6.639
H  0.744  2.531  6.964
H  0.011  1.834  5.471
H  -1.660  0.835  7.182
H  -1.971  2.414  6.983
H  -0.560  1.231  9.109
H  0.798  0.267  7.561
C  2.661  -1.768  4.633
C  1.394  -1.355  4.051
O  1.477  -1.265  2.614
O  2.944  -3.112  4.299
H  2.559  -1.763  5.719
H  3.475  -1.064  4.457
H  1.041  -0.337  4.215
H  0.532  -1.974  4.298
H  1.497  -2.131  2.198
H  2.283  -3.609  4.786
C  4.101  1.881  3.952
C  3.069  1.753  5.031
O  3.315  2.638  6.125
O  5.328  1.237  4.211
H  4.201  2.957  3.807
H  3.771  1.456  3.004
H  2.988  0.741  5.426
H  2.109  1.963  4.558
H  4.186  2.486  6.499
H  5.839  1.660  4.905
C  1.324  4.164  2.380
C  -0.107  4.233  1.826
O  -0.760  3.051  2.269
O  2.129  3.408  1.485
H  1.463  3.690  3.352
H  1.717  5.180  2.389
H  -0.124  4.287  0.738
H  -0.660  5.128  2.110
H  -0.219  2.329  1.939
H  1.814  2.501  1.467
C  -4.126  5.158  0.963
C  -4.982  5.561  2.169
O  -4.883  6.958  2.273
O  -4.887  5.157  -0.237
H  -3.744  4.146  1.096
H  -3.267  5.822  0.865
H  -4.670  5.048  3.079
H  -6.028  5.349  1.945
H  -4.223  7.312  2.874
H  -5.229  6.012  -0.506
C  5.496  -6.722  -0.602
C  4.528  -5.833  -1.449
O  4.348  -4.644  -0.698
O  6.805  -6.161  -0.360
H  5.630  -7.679  -1.107
H  5.030  -6.873  0.372
H  3.577  -6.318  -1.668
H  4.998  -5.480  -2.367
H  4.128  -3.870  -1.222
H  6.695  -5.559  0.380
C  0.745  1.561  -6.420
C  1.840  2.440  -7.066
C  3.007  2.777  -6.068
O  2.390  1.587  -8.029
H  0.252  1.953  -5.531
H  1.181  0.586  -6.199
H  -0.076  1.302  -7.089
H  1.375  3.286  -7.573
H  3.334  1.823  -5.656
H  2.778  3.385  -5.192
H  3.917  3.154  -6.534
H  2.738  0.792  -7.618
C  -1.051  0.057  -0.084
C  0.330  0.568  -0.222
C  0.487  1.743  -1.220
O  0.778  1.084  1.072
H  -1.225  -0.756  -0.789
H  -1.797  0.829  -0.271
H  -1.295  -0.339  0.902
H  0.993  -0.245  -0.517
H  0.043  1.359  -2.138
H  1.468  2.171  -1.425
H  -0.114  2.554  -0.808
H  0.932  0.351  1.673
C  1.422  -3.081  -2.401
C  2.489  -2.450  -3.267
C  2.326  -0.939  -3.236
O  3.814  -2.740  -2.802
H  1.440  -2.694  -1.382
H  1.473  -4.168  -2.342
H  0.470  -2.717  -2.788
H  2.331  -2.764  -4.299
H  1.288  -0.607  -3.274
H  2.932  -0.409  -3.971
H  2.633  -0.522  -2.277
H  4.405  -2.263  -3.389
C  0.140  4.691  -4.503
C  -1.037  4.001  -3.901
C  -1.751  4.696  -2.740
O  -1.917  3.895  -4.941
H  0.398  4.423  -5.528
H  1.025  4.437  -3.921
H  0.065  5.777  -4.451
H  -0.767  2.989  -3.599
H  -1.832  5.757  -2.975
H  -1.198  4.651  -1.802
H  -2.747  4.275  -2.602
H  -2.050  4.814  -5.185
C  -2.131  -0.063  3.852
C  -3.426  0.754  3.871
C  -4.395  0.382  5.004
O  -2.989  2.076  4.020
H  -2.316  -1.131  3.734
H  -1.575  0.069  4.779
H  -1.471  0.218  3.031
H  -3.920  0.542  2.923
H  -5.228  1.085  4.988
H  -3.930  0.417  5.989
H  -4.593  -0.664  4.768
H  -2.283  2.295  3.408
C  -0.045  -7.591  2.329
O  0.859  -6.524  2.670
C  1.560  -6.070  1.435
C  1.799  -4.520  1.467
N  0.553  -3.685  1.657
C  -0.514  -3.762  0.627
C  -1.855  -3.361  1.327
O  -2.197  -4.395  2.241
C  -3.372  -4.129  2.864
H  0.275  -8.242  1.516
H  -1.045  -7.166  2.247
H  -0.023  -8.161  3.258
H  1.060  -6.309  0.497
H  2.539  -6.544  1.368
H  2.413  -4.198  0.626
H  2.500  -4.412  2.295
H  0.135  -3.983  2.527
H  -0.639  -4.799  0.315
H  -0.319  -3.176  -0.271
H  -2.604  -3.174  0.558
H  -1.741  -2.408  1.844
H  -3.103  -3.330  3.554
H  -3.544  -5.007  3.486
H  -4.334  -3.911  2.401
C  -5.628  -0.997  1.019
O  -5.933  -1.326  2.417
C  -7.376  -1.325  2.730
C  -7.701  -1.813  4.151
N  -7.702  -3.289  4.275
C  -8.288  -3.693  5.510
C  -8.340  -5.254  5.639
O  -7.081  -5.873  5.562
C  -7.190  -7.294  5.465
H  -4.545  -0.978  0.898
H  -5.972  0.002  0.753
H  -6.057  -1.701  0.306
H  -7.979  -1.839  1.982
H  -7.862  -0.354  2.640
H  -8.656  -1.437  4.519
H  -6.943  -1.382  4.806
H  -6.745  -3.611  4.274
H  -9.314  -3.348  5.645
H  -7.739  -3.232  6.331
H  -9.047  -5.621  4.895
H  -8.793  -5.476  6.604
H  -6.241  -7.739  5.764
H  -7.435  -7.667  4.470
H  -7.970  -7.769  6.059
C  5.416  5.136  -4.382
O  5.764  6.248  -3.517
C  7.094  6.664  -3.752
C  7.536  7.608  -2.593
N  7.140  9.026  -2.580
C  5.708  9.293  -2.794
C  4.843  8.837  -1.567
O  5.117  9.624  -0.429
C  4.079  9.454  0.531
H  4.442  4.729  -4.110
H  6.034  4.267  -4.161
H  5.429  5.318  -5.457
H  7.242  7.099  -4.740
H  7.791  5.831  -3.663
H  8.613  7.489  -2.474
H  7.212  7.103  -1.682
H  7.390  9.443  -1.695
H  5.491  8.700  -3.683
H  5.464  10.333  -3.009
H  5.086  7.788  -1.398
H  3.785  8.819  -1.829
H  4.089  8.405  0.827
H  3.090  9.763  0.192
H  4.328  10.044  1.413
C  -0.969  -4.905  -5.398
O  -1.132  -3.533  -5.251
C  -2.105  -3.162  -4.307
C  -2.156  -1.594  -4.304
N  -3.315  -1.028  -3.595
C  -3.297  0.393  -3.593
C  -4.371  1.043  -2.796
O  -5.772  0.718  -3.165
C  -6.633  1.487  -2.446
H  -0.232  -4.990  -6.198
H  -1.789  -5.539  -5.736
H  -0.676  -5.354  -4.449
H  -1.874  -3.484  -3.292
H  -3.111  -3.500  -4.556
H  -2.088  -1.210  -5.322
H  -1.288  -1.230  -3.755
H  -4.069  -1.412  -4.146
H  -3.356  0.762  -4.617
H  -2.322  0.824  -3.362
H  -4.207  2.116  -2.895
H  -4.265  0.778  -1.744
H  -7.651  1.171  -2.674
H  -6.485  2.537  -2.700
H  -6.569  1.268  -1.380
C  6.122  -4.530  2.684
O  7.062  -4.225  1.647
C  7.732  -2.927  1.722
C  6.671  -1.786  1.569
N  5.758  -2.093  0.457
C  4.509  -1.309  0.589
C  4.701  0.214  0.355
O  5.172  0.502  -0.970
C  5.652  1.829  -1.154
H  5.658  -5.489  2.456
H  5.387  -3.732  2.789
H  6.544  -4.602  3.686
H  8.328  -2.841  0.814
H  8.353  -2.987  2.616
H  7.181  -0.836  1.412
H  6.192  -1.677  2.542
H  5.540  -3.078  0.497
H  4.064  -1.502  1.565
H  3.745  -1.784  -0.025
H  5.396  0.645  1.075
H  3.709  0.657  0.443
H  4.807  2.429  -0.814
H  5.831  1.980  -2.218
H  6.549  1.908  -0.540
C  -1.899  -6.012  -1.714
O  -2.829  -4.961  -1.551
C  -4.091  -5.312  -1.027
C  -5.127  -4.305  -1.448
N  -5.279  -4.191  -2.927
C  -6.292  -3.157  -3.258
C  -6.324  -2.977  -4.783
O  -5.149  -2.417  -5.349
C  -5.227  -2.180  -6.740
H  -0.941  -5.561  -1.974
H  -2.250  -6.713  -2.471
H  -1.712  -6.665  -0.860
H  -3.914  -5.352  0.048
H  -4.309  -6.339  -1.318
H  -4.902  -3.281  -1.147
H  -6.077  -4.471  -0.939
H  -4.381  -3.824  -3.212
H  -6.114  -2.162  -2.850
H  -7.256  -3.587  -2.985
H  -7.190  -2.370  -5.047
H  -6.529  -3.960  -5.206
H  -6.065  -1.543  -7.021
H  -5.262  -3.128  -7.278
H  -4.270  -1.764  -7.054

Forces on atoms 1 to 6 (eV/Å):
-0.7 -1.5 0.4
-0.6 0.9 1.1
0.5 -0.2 -0.7
1.1 0.6 -1.1
-1.1 0.2 0.6
-0.1 0.2 0.1

=====

(3)
The following is a quantum chemistry calculation of the ion C36H54N11O6 with charge +1, from the Open Molecules 2025 dataset.

Properties
Charge: +1
LUMO (eV): -1.599
E_HOMO (eV): -10.56
Orbital gap (eV): 8.957
Total energy (eV): -66878.4183
Energy above the lowest of the compared OMol25 structures with the same formula, charge and spin (kcal/mol): 11.43

Element x y z (Å)
C  -4.752  2.932  -1.069
C  -4.251  2.064  -0.412
C  -3.658  0.951  0.310
H  -2.598  1.154  0.501
H  -4.177  0.819  1.267
O  -3.684  -0.255  -0.458
C  -4.943  -0.902  -0.515
H  -5.749  -0.168  -0.628
C  -5.195  -1.770  0.727
H  -6.215  -2.170  0.687
H  -5.093  -1.165  1.632
O  -4.250  -2.809  0.862
C  -4.558  -3.986  0.136
H  -4.539  -3.798  -0.945
H  -5.559  -4.338  0.417
C  -3.533  -5.075  0.458
H  -3.949  -6.037  0.135
O  -2.324  -4.871  -0.248
C  -1.164  -4.687  0.523
H  -0.344  -4.745  -0.197
H  -1.047  -5.484  1.268
C  -1.114  -3.319  1.230
N  -1.447  -2.254  0.315
C  -0.663  -1.892  -0.683
N  0.541  -2.393  -0.825
C  1.279  -1.954  -1.860
N  2.485  -2.472  -2.026
C  3.392  -2.050  -3.071
C  4.717  -1.612  -2.429
O  5.254  -2.634  -1.631
C  4.377  -2.985  -0.585
C  3.035  -3.480  -1.145
H  2.325  -3.677  -0.344
H  3.204  -4.392  -1.727
H  4.871  -3.784  -0.031
H  4.212  -2.126  0.082
H  4.548  -0.707  -1.826
H  5.458  -1.398  -3.199
H  3.580  -2.898  -3.737
H  2.938  -1.233  -3.628
N  0.867  -1.007  -2.733
C  -0.330  -0.504  -2.561
N  -1.158  -0.969  -1.579
N  -0.779  0.444  -3.396
H  3.830  0.712  1.753
C  -1.845  1.362  -3.044
H  -2.785  1.082  -3.531
C  -1.421  2.781  -3.482
N  0.017  2.892  -3.430
C  0.793  3.334  -2.415
O  2.003  3.365  -2.502
C  0.127  3.650  -1.064
N  0.374  2.443  -0.314
C  1.548  1.966  0.140
C  1.231  0.741  0.695
N  -0.095  0.559  0.543
N  -0.595  1.580  -0.066
C  2.112  -0.299  1.314
N  3.531  -0.038  1.139
H  3.717  0.261  0.187
H  -2.082  -0.583  -1.392
H  1.893  -1.245  0.797
C  1.744  -0.499  2.800
C  2.006  0.763  3.623
H  1.604  1.641  3.120
H  3.072  0.907  3.789
H  1.521  0.684  4.591
C  2.495  -1.714  3.352
C  2.062  -2.098  4.762
H  2.548  -3.024  5.060
H  0.985  -2.246  4.806
H  2.335  -1.330  5.479
H  2.321  -2.562  2.684
H  3.565  -1.504  3.337
H  0.668  -0.704  2.820
H  2.466  2.499  0.021
H  -0.956  3.754  -1.121
C  0.766  4.864  -0.370
C  0.655  4.741  1.128
C  1.791  4.743  1.925
C  1.700  4.568  3.294
C  0.460  4.374  3.891
C  -0.686  4.377  3.099
C  -0.584  4.563  1.736
H  -1.485  4.568  1.140
H  -1.643  4.236  3.573
O  0.316  4.174  5.223
H  1.170  4.235  5.668
H  2.595  4.577  3.901
H  2.762  4.890  1.476
H  1.816  4.925  -0.665
H  0.264  5.767  -0.722
C  0.655  2.130  -4.490
C  -0.064  0.770  -4.614
H  -0.799  0.799  -5.424
H  0.652  -0.025  -4.812
H  1.703  2.006  -4.214
H  0.605  2.677  -5.435
H  -1.910  3.528  -2.860
H  -1.717  2.967  -4.518
H  -1.983  1.355  -1.961
H  -2.415  -1.944  0.323
H  -0.109  -3.160  1.625
H  -1.841  -3.278  2.041
H  -3.365  -5.109  1.538
H  -4.911  -1.529  -1.410
H  -5.196  3.720  -1.600

Forces on atoms 1 to 6 (eV/Å):
0.3 -0.2 0.3
-0.1 0.0 -0.3
0.3 -0.2 0.4
-0.3 0.0 0.1
0.1 0.0 -0.1
0.3 0.1 0.1

=====

(4)
The following is a quantum chemistry calculation of the molecule C13H18Cl2N2O3S, from the Open Molecules 2025 dataset.

Properties
LUMO (eV): 0.374
E_HOMO (eV): -8.89
Structure (SMILES): Cc1c(Cl)ccc(S(=O)(=O)NCCN2CCOCC2)c1Cl
Orbital gap (eV): 9.264
Total energy (eV): -58775.2830
Energy above the lowest of the compared OMol25 structures with the same formula, charge and spin (kcal/mol): 38.22

Element x y z (Å)
C  3.380  -1.215  1.640
C  2.763  -0.054  0.933
C  3.222  0.411  -0.300
C  2.635  1.488  -0.952
C  1.564  2.136  -0.366
C  1.092  1.706  0.859
C  1.681  0.628  1.496
Cl  1.047  0.128  3.006
S  -0.293  2.572  1.606
O  -0.649  3.641  0.722
O  0.011  2.875  2.971
N  -1.473  1.394  1.590
H  -1.823  1.193  2.514
C  -2.476  1.453  0.549
H  -3.366  1.995  0.893
H  -2.028  2.016  -0.269
C  -2.901  0.071  0.038
N  -1.855  -0.549  -0.755
C  -2.346  -1.349  -1.864
C  -1.150  -1.792  -2.708
H  -1.471  -2.440  -3.526
O  -0.231  -2.541  -1.949
C  0.224  -1.792  -0.847
C  -0.939  -1.348  0.039
H  -0.570  -0.743  0.865
H  -1.443  -2.244  0.447
H  0.907  -2.440  -0.297
H  0.765  -0.900  -1.197
H  -0.654  -0.899  -3.117
H  -3.015  -0.742  -2.478
H  -2.892  -2.244  -1.516
H  -3.776  0.221  -0.599
H  -3.202  -0.562  0.887
H  1.082  2.980  -0.831
H  3.020  1.812  -1.905
Cl  4.559  -0.360  -1.066
H  2.603  -1.850  2.059
H  4.001  -1.795  0.965
H  3.997  -0.861  2.464

Forces on atoms 1 to 6 (eV/Å):
0.0 -0.1 0.0
-0.1 0.1 0.0
-0.4 0.3 0.1
0.0 -0.1 0.1
0.0 0.0 0.0
-0.5 0.4 0.2

=====

(5)
The following is a quantum chemistry calculation of the ion C3H5N2O with charge +1 at a distorted geometry, from the Open Molecules 2025 dataset.

Properties
Charge: +1
LUMO (alpha / beta) (eV): -5.747 / -5.747
E_HOMO (alpha / beta) (eV): -14.72 / -14.72
Orbital gap (alpha / beta) (eV): 8.969 / 8.968
Total energy (eV): -8205.5135
Energy above the lowest of the compared OMol25 structures with the same formula, charge and spin (kcal/mol): 177.10

Element x y z (Å)
C  0.995  0.235  -0.020
C  -1.374  0.434  -0.463
C  0.513  -0.761  0.932
N  -0.668  -1.012  0.753
N  -0.255  0.735  -0.868
O  -0.011  1.554  -1.719
H  1.101  1.209  0.350
H  -2.417  0.504  -0.855
H  2.138  -0.028  -0.507
H  1.329  -1.147  1.561
H  -1.351  -1.723  0.835

Forces on atoms 1 to 6 (eV/Å):
1.8 0.5 -1.7
-2.8 -4.1 3.1
3.2 0.7 -0.5
-4.6 2.3 -3.0
4.8 -0.8 -0.5
0.4 1.6 -1.8

=====

- What is the formula in the first record?
  C26H26N6OS